# C5H9NO

One molecule with the formula C5H9NO (wB97M-V/def2-TZVPD, OMol25).

## Properties
highest occupied orbital energy	-11.1	eV
SMILES	CC(C)(C)OC#N
calculated total energy	-325.7673	hartree
orbital gap	10.5523	eV
largest force on an atom	7.95	eV/A
energy above the lowest of the compared OMol25 structures with the same formula, charge and spin	106.9	kcal per mole

Each line ends with the natural charge from an NBO analysis.
CARTESIAN COORDINATES (ANGSTROEM)
1 C -0.659551 -1.515322 -0.364525  -0.62
2 C -0.026703 -0.194246 0.181631  0.23
3 C -0.631908 0.926711 -0.717857  -0.65
4 C 1.466549 -0.272231 -0.093023  -0.65
5 O -0.359380 -0.175274 1.525817  -0.41
6 C -0.197092 1.474514 1.979301  0.47
7 N -0.348568 2.486345 2.463530  -0.38
8 H -1.681036 -1.669712 0.148810  0.23
9 H -0.672656 -1.172859 -1.359691  0.22
10 H -0.136665 -2.454152 -0.197868  0.22
11 H -1.728064 0.930729 -0.873804  0.23
12 H -0.342468 0.806862 -1.800531  0.22
13 H -0.253597 1.862662 -0.544650  0.22
14 H 1.954431 0.706884 0.028485  0.22
15 H 2.039413 -0.940286 0.675179  0.22
16 H 1.577296 -0.800625 -1.050803  0.22

Atoms 1-2, force components in eV/Å:
-1.459 0.326 2.492
0.027 -1.245 -2.465